<one>
DFT (ωB97M-V/def2-TZVPD) results for a cluster of 2 separate species, C5H13N in total.

```
19
Properties=species:S:1:pos:R:3
C 2.8589 -1.1365 -2.1239
C 1.6087 -1.1397 -2.5745
N 0.4558 -1.0264 -1.7922
H 3.1233 -1.0550 -1.0724
H 3.7088 -1.1090 -2.7873
H 1.4124 -1.1079 -3.6361
H 0.6177 -1.0001 -0.7959
H -0.2841 -1.6805 -2.0073
C -2.2296 1.3186 2.9629
C -1.1957 0.5571 2.1515
C -0.9670 1.1776 0.7664
H -2.4464 0.8679 3.9327
H -3.1656 1.3375 2.3886
H -1.9014 2.3318 3.2140
H -1.5334 -0.4697 2.0238
H -0.2459 0.3626 2.6649
H -0.0037 0.8701 0.3694
H -1.7563 0.8342 0.0928
H -1.1968 2.2406 0.7996
```

Computed properties:
Gap between HOMO and LUMO   9.52 eV
Highest occupied orbital energy   -8.50 eV

Atom charges from the Löwdin analysis, given in e for atoms 1 to 5: -0.032 -0.305 0.024 0.046 0.036

<two>
DFT (ωB97M-V/def2-TZVPD) results for the molecule C5H13N.

```
19
Properties=species:S:1:pos:R:3
C 0.0098 0.5071 -2.0272
C -1.0956 0.2724 -0.9774
C -0.5918 -0.0951 0.4550
C -0.0916 1.1185 1.1965
C 0.4187 -1.2462 0.3991
N 1.3259 -1.5542 1.5138
H -0.0899 1.3984 -2.6574
H 0.1063 -0.3912 -2.6539
H 0.9949 0.6679 -1.5760
H -1.7977 -0.4468 -1.4119
H -1.5503 1.2601 -0.8653
H -1.5887 -0.4107 0.8071
H 0.2889 1.8761 0.4902
H 0.6321 0.9104 1.9785
H -0.8958 1.7090 1.6332
H 1.1528 -0.9649 -0.3578
H -0.0555 -2.1765 0.0734
H 2.0146 -0.8258 1.5894
H 0.8127 -1.6085 2.3907
```

Computed properties:
Gap between HOMO and LUMO   10.36 eV
Highest occupied orbital energy   -9.27 eV

Atom charges from the Löwdin analysis, given in e for atoms 1 to 5: -0.125 -0.226 -0.387 -0.079 -0.261

<three>
DFT (ωB97M-V/def2-TZVPD) results for a cluster of 2 separate species, C5H13N in total.

```
19
Properties=species:S:1:pos:R:3
C -2.0998 -0.2200 1.4196
C -1.8380 -1.0666 0.4198
C -1.7142 -0.8430 -1.0431
H -1.9733 -0.4344 2.5097
H -2.4710 0.7957 1.1603
H -1.5647 -2.1342 0.7133
H -2.3075 -1.6352 -1.5997
H -2.3165 0.0793 -1.3545
H -0.6191 -0.8768 -1.3956
C 2.4811 -0.2253 -0.0177
C 1.4411 0.8234 0.3113
N 0.7992 1.3487 -0.9084
H 2.6869 -0.1685 -1.0945
H 3.3738 -0.0662 0.5793
H 2.1775 -1.2991 0.1084
H 0.7212 0.4924 1.0866
H 1.9635 1.5700 0.9917
H -0.1646 1.6121 -0.8015
H 1.4242 2.2477 -1.0849
```

Computed properties:
Gap between HOMO and LUMO   10.43 eV
Highest occupied orbital energy   -9.32 eV

Atom charges from the Löwdin analysis, given in e for atoms 1 to 5: -0.046 -0.296 -0.151 0.064 0.060

The structure with the least stability is <three>.

<one>
DFT (ωB97M-V/def2-TZVPD) results for a structure of composition C5H13N.

```
19
Properties=species:S:1:pos:R:3
C 0.0974 -0.9476 -1.2088
C -0.8977 -0.0579 -0.4460
N -2.2356 -0.5746 -0.1272
C 2.4787 0.2186 -0.5919
C 2.1245 0.4116 0.9051
C -3.2056 0.0461 0.6679
H 1.1126 -0.4781 -0.6652
H -0.4094 -0.7598 -2.3176
H 0.1647 -2.1089 -1.1050
H -0.3148 0.2110 0.4096
H -1.1659 0.7356 -1.0748
H 3.8285 0.0210 -0.6615
H 2.4071 1.2427 -0.8569
H 1.6555 -0.5545 1.4960
H 3.2502 0.5014 1.3454
H 1.4656 1.5109 1.5292
H -3.7400 -0.7953 1.0470
H -2.8076 0.5876 1.5577
H -3.8082 0.7903 0.0970
```

Computed properties:
Gap between HOMO and LUMO   3.92 eV
Highest occupied orbital energy   -6.43 eV

Atom charges from the Löwdin analysis, given in e for atoms 1 to 5: -0.072 -0.345 -0.032 -0.181 -0.318

<two>
DFT (ωB97M-V/def2-TZVPD) results for the molecule C5H13N.

```
19
Properties=species:S:1:pos:R:3
C -0.8813 -0.1043 -1.5600
C -0.2467 -0.1776 0.1273
C -0.8539 0.9426 0.9615
C -0.5905 -1.5411 0.7219
C 1.2419 -0.0563 -0.1393
N 1.7459 1.3021 -0.3070
H -0.5517 -1.0844 -1.8997
H -0.5321 0.8892 -1.8333
H -1.9670 -0.0855 -1.6839
H -1.9232 0.7770 1.1256
H -0.7249 1.9170 0.4833
H -0.3746 0.9983 1.9478
H -0.1527 -2.3574 0.1389
H -0.1958 -1.6347 1.7421
H -1.6730 -1.6930 0.7689
H 1.8298 -0.5959 0.6144
H 1.3832 -0.5603 -1.1337
H 2.6970 1.2804 -0.6641
H 1.7698 1.7839 0.5894
```

Computed properties:
Gap between HOMO and LUMO   10.03 eV
Highest occupied orbital energy   -9.11 eV

Atom charges from the Löwdin analysis, given in e for atoms 1 to 5: -0.005 -0.523 -0.084 -0.086 -0.293

The structure with the least stability is <one>.

<one>
DFT (ωB97M-V/def2-TZVPD) results for a structure of composition BrClFNO.

```
5
Properties=species:S:1:pos:R:3
N 0.1970 -0.2694 -0.4849
O -0.7541 0.2481 0.2892
F 0.2400 -1.5450 0.0596
Cl -0.8146 1.9828 0.0595
Br 2.5027 0.3252 -0.0291
```

Computed properties:
Gap between HOMO and LUMO (spin up / spin down)   8.80 / 7.91 eV
Highest occupied orbital energy (spin up / spin down)   -10.70 / -10.41 eV

Electronic structure analysis, Löwdin charges in units of e: -0.250 -0.535 -0.091 0.682 0.194

<two>
DFT (ωB97M-V/def2-TZVPD) results for the molecule BrClFNO.

```
5
Properties=species:S:1:pos:R:3
F -0.2761 -1.4379 0.2950
N -0.3668 -0.0680 0.4213
Br -2.4738 0.5236 -0.0886
O 0.4481 0.3911 -0.4660
Cl 1.6163 1.5500 0.0971
```

Computed properties:
Gap between HOMO and LUMO (spin up / spin down)   7.92 / 7.94 eV
Highest occupied orbital energy (spin up / spin down)   -10.62 / -10.60 eV

Electronic structure analysis, Löwdin charges in units of e: -0.061 -0.374 0.362 -0.604 0.678

The structure with the least stability is <one>.

<one>
DFT (ωB97M-V/def2-TZVPD) results for a structure of composition C8H8NOReSSe4.

```
24
Properties=species:S:1:pos:R:3
Re 1.4975 -1.4307 0.6211
Se 3.4469 -2.6466 -0.1632
Se 4.8423 -2.5872 1.7227
Se 3.4000 -3.2244 3.4449
Se 1.4632 -2.0071 3.0045
N -0.7723 -3.6158 0.2099
C 0.1392 -2.9323 0.4137
C 1.4033 2.6809 -0.1982
S 1.0473 1.0206 0.4098
O 1.9463 0.1541 -0.5089
C -0.6001 0.7613 -0.2068
C -0.8023 0.5623 -1.5685
C -2.0941 0.3524 -2.0155
C -3.1529 0.3582 -1.1130
C -2.9308 0.5394 0.2457
C -1.6428 0.7408 0.7137
H 1.1858 2.6995 -1.2643
H 2.4594 2.8707 -0.0117
H 0.7804 3.3831 0.3525
H 0.0339 0.5514 -2.2570
H -2.2746 0.1735 -3.0663
H -4.1608 0.2095 -1.4760
H -3.7604 0.5121 0.9381
H -1.4545 0.8742 1.7728
```

Computed properties:
2S+1   4
Charge   +1
Gap between HOMO and LUMO (spin up / spin down)   5.53 / 5.60 eV
Highest occupied orbital energy (spin up / spin down)   -11.17 / -11.36 eV
Expectation value of S²   3.796

Atom charges from the Löwdin analysis, given in e for atoms 1 to 5: 0.676 0.213 0.061 0.079 0.152

<two>
DFT (ωB97M-V/def2-TZVPD) results for a structure of composition C8H8NOReSSe4.

```
24
Properties=species:S:1:pos:R:3
Re 1.0467 1.7087 1.7422
Se 0.6420 1.7232 4.1508
Se 2.2879 3.0375 5.1882
Se 2.9157 4.5744 3.5970
Se 1.5811 4.1086 1.7270
N 4.1525 1.1040 2.1346
C 3.0384 1.4070 2.0366
C 0.0940 -1.5482 1.2419
S 0.2253 -0.0371 0.2672
O -0.6745 0.9727 1.0026
C -0.6568 -0.5531 -1.1930
C -2.0198 -0.3319 -1.2870
C -2.6753 -0.7838 -2.4217
C -1.9667 -1.4319 -3.4254
C -0.5963 -1.6292 -3.3136
C 0.0776 -1.1769 -2.1911
H -0.9679 -1.7640 1.3505
H 0.5696 -1.3814 2.2082
H 0.6007 -2.3512 0.7075
H -2.5553 0.1814 -0.4984
H -3.7394 -0.6203 -2.5205
H -2.4846 -1.7818 -4.3081
H -0.0438 -2.1183 -4.1038
H 1.1491 -1.3082 -2.0917
```

Computed properties:
2S+1   4
Charge   +1
Gap between HOMO and LUMO (spin up / spin down)   6.42 / 5.60 eV
Highest occupied orbital energy (spin up / spin down)   -11.40 / -11.57 eV
Expectation value of S²   3.785

Atom charges from the Löwdin analysis, given in e for atoms 1 to 5: 0.524 0.173 0.165 0.175 0.188

The structure with the least stability is <two>.

<one>
DFT (ωB97M-V/def2-TZVPD) results for a cluster of 2 separate species, C9H14 in total.

```
23
Properties=species:S:1:pos:R:3
C 1.6045 1.1661 -1.3287
C 1.0681 0.6600 -0.0069
C 0.3449 1.5543 0.7866
C 0.4278 1.3061 2.1788
C 0.8797 0.0916 2.6341
C 1.4665 -0.8690 1.7876
C 1.5920 -0.5418 0.4576
H 2.6790 1.3103 -1.2109
H 1.1929 2.1149 -1.6554
H 1.4064 0.4947 -2.1906
H -0.0110 2.3859 0.2024
H 0.0641 2.0986 2.8007
H 0.6553 -0.3161 3.6270
H 1.8242 -1.8170 2.1763
H 1.8973 -1.3501 -0.2189
C -2.8161 -1.3006 -1.0317
C -1.4583 -0.7979 -1.5314
H -2.9646 -0.8931 -0.0114
H -3.6598 -0.8940 -1.5679
H -2.8743 -2.3433 -0.7021
H -0.6045 -1.3750 -1.1751
H -1.2568 -0.9833 -2.5927
H -1.4574 0.2987 -1.4275
```

Computed properties:
Gap between HOMO and LUMO   9.70 eV
Highest occupied orbital energy   -8.71 eV

Atom charges from the Löwdin analysis, given in e for atoms 1 to 5: -0.062 -0.322 -0.033 -0.081 -0.107

<two>
DFT (ωB97M-V/def2-TZVPD) results for a cluster of 2 separate species, C9H14 in total.

```
23
Properties=species:S:1:pos:R:3
C 1.2708 -2.2305 -0.4997
C 1.0046 -1.1380 0.4535
C 0.0079 -1.2884 1.4324
C -0.3950 -0.1825 2.1864
C 0.3994 0.9785 2.1652
C 1.4469 1.0637 1.3005
C 1.6321 0.0821 0.3048
H 2.1062 -2.9024 -0.2345
H 1.6358 -1.8406 -1.4552
H 0.5665 -3.0663 -0.5672
H -0.3803 -2.2536 1.7362
H -1.2235 -0.2091 2.8814
H 0.1154 1.6973 2.9276
H 2.1982 1.8381 1.3852
H 2.3602 0.2848 -0.4704
C -1.1760 0.6298 -1.3499
C -2.0383 1.6980 -2.0691
H -0.8224 -0.2105 -1.9396
H -0.2967 1.1028 -0.9208
H -1.7270 0.1947 -0.5105
H -1.4052 2.5656 -2.2438
H -2.3633 1.3124 -3.0419
H -2.9164 1.8742 -1.4709
```

Computed properties:
Gap between HOMO and LUMO   9.98 eV
Highest occupied orbital energy   -8.96 eV

Atom charges from the Löwdin analysis, given in e for atoms 1 to 5: -0.073 -0.311 -0.052 -0.084 -0.107

The structure with the least stability is <one>.